[1]
Entry from OMol25: a molecular structure, C27H47GeMnN4O2P2S3Si (ωB97M-V with the def2-TZVPD basis set).

```
88
C27H47GeMnN4O2P2S3Si | OMol25 | ωB97M-V with the def2-TZVPD basis set
Mn -0.65 0.36 1.39
C -2.38 3.49 1.46
P -2.57 1.71 1.80
C -2.89 1.73 3.59
C -4.22 1.29 1.08
C -4.45 1.89 -0.29
P -2.88 1.61 -1.52
C -3.47 0.07 -2.30
C -3.42 2.88 -2.71
H -3.27 4.04 1.76
H -2.19 3.66 0.40
H -1.51 3.84 2.02
H -3.75 2.37 3.83
H -2.01 2.11 4.10
H -3.09 0.72 3.95
H -4.99 1.60 1.79
H -4.26 0.20 1.03
H -4.57 2.97 -0.23
H -5.35 1.47 -0.75
H -4.56 0.05 -2.34
H -3.12 -0.81 -1.76
H -3.09 0.00 -3.32
H -4.50 2.81 -2.88
H -2.90 2.76 -3.66
H -3.20 3.87 -2.32
C 2.98 -3.02 -1.67
Si 2.06 -3.75 -0.21
C 1.92 -5.62 -0.43
C 2.93 -3.39 1.41
C 0.29 -3.08 -0.15
C -0.82 -3.89 -0.25
C -2.12 -3.40 -0.10
C -2.26 -2.07 0.21
N -1.22 -1.24 0.27
C 0.03 -1.70 0.06
S 1.24 -0.46 0.19
H 3.98 -3.47 -1.75
H 3.10 -1.95 -1.56
H 2.45 -3.21 -2.60
H 2.91 -6.07 -0.37
H 1.50 -5.89 -1.40
H 1.31 -6.07 0.34
H 3.84 -3.98 1.49
H 2.30 -3.64 2.26
H 3.19 -2.33 1.50
H -0.69 -4.95 -0.45
H -2.98 -4.05 -0.17
H -3.23 -1.63 0.42
C 1.66 1.19 -3.66
Ge -0.23 0.66 -3.55
C -0.29 -1.28 -3.30
C -1.11 1.15 -5.24
C -1.02 1.59 -2.00
H 2.18 0.63 -4.44
H 2.14 0.99 -2.71
H 1.75 2.26 -3.88
H 0.04 -1.79 -4.20
H -1.30 -1.64 -3.06
H 0.37 -1.57 -2.48
H -0.61 0.66 -6.08
H -1.06 2.23 -5.41
H -2.16 0.85 -5.27
H -0.47 1.20 -1.15
H -0.75 2.65 -2.07
N 6.00 1.15 -0.28
C 4.93 1.50 0.53
C 4.01 2.46 0.12
C 2.96 2.82 0.95
C 2.82 2.23 2.19
C 3.74 1.28 2.61
C 4.78 0.91 1.79
S 1.39 2.54 3.18
O 0.73 3.69 2.61
O 1.78 2.56 4.57
N 0.48 1.25 2.91
C 0.35 0.21 3.76
S 0.99 -0.06 5.34
C 0.22 -1.62 5.34
C -0.45 -1.82 4.19
N -0.38 -0.79 3.29
H 5.88 1.34 -1.26
H 6.41 0.25 -0.10
H 4.12 2.93 -0.85
H 2.24 3.56 0.63
H 3.63 0.82 3.59
H 5.50 0.17 2.13
H 0.31 -2.27 6.19
H -1.01 -2.71 3.94
```

Values from the calculation:
Spin multiplicity: 5
Net charge: 0
Max |F| in eV Å⁻¹: 0.69
M in g/mol: 773.5

[2]
Entry from OMol25: 8 unconnected molecules or ions with the total composition C27H48Br14ClF9NS in a non-equilibrium geometry (ωB97M-V with the def2-TZVPD basis set).

```
101
C27H48Br14ClF9NS | OMol25 | ωB97M-V with the def2-TZVPD basis set
F -3.11 0.77 2.95
C -2.74 -0.38 3.49
F -1.80 -0.97 2.73
C -2.10 -0.04 4.85
C -1.06 -1.08 5.31
C 0.38 -0.58 5.25
C 1.36 -1.71 5.66
C 2.02 -2.23 4.45
N 3.26 -2.43 4.26
C 3.54 -2.90 2.89
C 2.38 -2.13 2.19
C 2.18 -2.34 0.71
C 1.45 -1.15 0.08
C 2.07 0.21 0.44
Cl 0.99 1.09 1.62
C 1.28 -2.61 3.17
C -3.96 -1.28 3.77
F -4.91 -0.48 4.20
F -3.75 -2.14 4.72
S -4.66 -2.20 2.26
F -4.08 -1.11 1.29
F -3.36 -3.08 2.17
F -5.28 -3.30 3.21
F -6.02 -1.42 2.35
F -5.23 -2.96 1.02
H -1.63 0.93 4.71
H -2.88 0.10 5.59
H -1.28 -1.30 6.36
H -1.18 -2.03 4.81
H 0.59 -0.30 4.22
H 0.52 0.27 5.90
H 0.89 -2.50 6.23
H 2.14 -1.28 6.29
H 3.99 -2.27 4.94
H 3.39 -3.97 2.80
H 4.49 -2.56 2.51
H 2.55 -1.12 2.55
H 3.11 -2.52 0.17
H 1.52 -3.19 0.59
H 0.42 -1.12 0.40
H 1.45 -1.22 -1.00
H 2.20 0.87 -0.40
H 3.00 0.10 0.98
H 0.32 -2.11 3.13
H 1.19 -3.70 3.13
Br -7.74 4.36 1.53
C -6.16 3.23 1.43
C -6.02 2.36 2.65
Br -5.38 3.38 4.19
H -5.31 3.89 1.29
H -6.30 2.62 0.55
H -5.27 1.59 2.48
H -6.95 1.90 2.95
Br -4.28 -5.30 6.49
C -6.09 -4.83 5.95
C -7.10 -5.75 6.58
Br -7.13 -7.49 5.72
H -6.11 -4.86 4.87
H -6.23 -3.81 6.29
H -8.11 -5.34 6.46
H -6.92 -5.92 7.64
Br 6.11 -5.72 0.43
C 6.15 -4.62 -1.17
C 6.99 -3.38 -0.97
Br 6.05 -2.06 0.12
H 5.12 -4.39 -1.42
H 6.58 -5.25 -1.94
H 7.18 -2.89 -1.92
H 7.93 -3.59 -0.46
Br 3.24 1.92 -2.56
C 2.12 3.07 -3.67
C 0.81 2.41 -4.01
Br 1.03 1.05 -5.38
H 2.71 3.32 -4.55
H 1.96 3.96 -3.08
H 0.12 3.14 -4.43
H 0.34 1.93 -3.15
Br 0.74 4.25 -7.38
C -1.00 4.78 -8.07
C -2.10 3.97 -7.44
Br -2.18 2.17 -8.18
H -0.96 4.67 -9.15
H -1.11 5.83 -7.81
H -3.07 4.41 -7.65
H -1.99 3.86 -6.36
Br 4.53 5.40 -4.63
C 4.29 5.93 -2.77
C 5.01 7.22 -2.47
Br 6.93 6.94 -2.30
H 4.63 5.10 -2.16
H 3.22 6.06 -2.64
H 4.69 7.62 -1.51
H 4.86 7.97 -3.24
Br 3.39 1.41 -8.71
C 2.04 1.89 -10.04
C 1.77 0.75 -10.99
Br 3.19 0.56 -12.30
H 2.40 2.78 -10.54
H 1.15 2.12 -9.46
H 0.87 0.95 -11.57
H 1.67 -0.20 -10.49
```

Values from the calculation:
Net charge: +1
Max |F| in eV Å⁻¹: 3.04
M in g/mol: 1743.8

no.,electronic energy (eV)
1,-185615.6904
2,-1058670.9970